[1]
{
  "formula": "C2H3NO",
  "method": "ωB97M-V/def2-TZVPD",
  "symbols": ["C", "C", "N", "O", "H", "H", "H"],
  "coordinates": [[0.1142, 0.4664, 0.1335], [-0.3351, -0.9179, 0.3893], [0.5000, 0.5779, -1.0396], [-1.2419, -1.3014, 1.2264], [-0.1435, 1.2317, 0.7997], [0.3636, -1.5541, -0.1315], [0.7427, 1.4975, -1.3779]],
  "forces_ev_per_angstrom": [[-1.8, -0.7, 0.0], [-3.0, -1.7, 5.0], [1.3, -0.1, -1.9], [4.0, 1.9, -4.1], [0.0, 1.3, 1.2], [-0.4, -1.2, -0.5], [-0.1, 0.5, 0.2]],
  "mulliken_charge": [-0.04, 0.07, -0.49, -0.49, 0.40, 0.31, 0.25],
  "relative_energy_kcal_mol": 35.3,
  "orbital_gap_ha": 0.364,
  "total_charge": 0,
  "smiles": "[H]/N=C/C=O",
  "total_energy_ha": -207.94133,
  "multiplicity": 1,
  "homo_ev": -10.260
}

---

[2]
{
  "formula": "C2H4O2S",
  "method": "ωB97M-V/def2-TZVPD",
  "symbols": ["C", "C", "H", "H", "H", "H", "O", "O", "S"],
  "coordinates": [[0.4541, 0.5931, -0.2316], [-0.3063, -0.6371, -0.8194], [0.5971, 0.2586, 1.6260], [1.5288, 0.3425, -0.2036], [0.4783, 1.4494, -0.9262], [-1.1829, -0.6214, 1.2380], [0.1424, 0.9121, 1.1181], [-0.0893, -0.9161, -1.9854], [-1.6220, -1.3812, 0.1841]],
  "forces_ev_per_angstrom": [[1.4, -0.9, 0.6], [-0.2, 1.0, -1.8], [0.6, -0.4, 0.8], [-0.3, -0.4, -0.5], [-1.0, -0.2, 0.5], [-0.7, -0.4, -0.4], [-0.8, 0.9, -1.0], [-0.3, -0.1, 1.8], [1.3, 0.7, 0.1]],
  "mulliken_charge": [-0.28, 0.47, 0.34, 0.25, 0.31, 0.17, -0.57, -0.50, -0.20],
  "relative_energy_kcal_mol": 22.8,
  "orbital_gap_ha": 0.385,
  "total_charge": 0,
  "smiles": "O=C(S)CO",
  "total_energy_ha": -627.24773,
  "multiplicity": 1,
  "homo_ev": -10.014
}